# 1
C29H25BrEuN3O2S4 as an isolated structure in a non-equilibrium geometry, computed with wB97M-V/def2-TZVPD.

LUMO level (alpha / beta)	2.065 / 2.064	eV
multiplicity	8
maximum force	0.0721	Eh/bohr
DFT total energy	-6312.02717	Ha
charge	-1

Last column: Mulliken charge in e.
Geometry (Å):
Eu  -0.00551  0.49610  0.31316  0.960
S  1.95861  1.60831  2.51330  -0.396
C  2.78302  2.66301  1.39908  0.032
C  4.23721  2.76768  1.47222  -0.836
C  4.90582  3.81368  0.86242  -0.303
C  4.22899  4.71431  0.03792  -0.748
C  2.89882  4.42134  -0.31054  -0.352
C  2.17264  3.55060  0.46987  0.648
S  0.38107  3.57189  0.29005  0.010
C  0.13977  3.75849  -1.46137  -0.749
C  -1.04556  2.95750  -1.85092  0.474
C  -2.29776  3.60678  -1.81749  -0.770
C  -3.43063  2.83850  -2.22834  -0.437
C  -3.26511  1.50704  -2.53986  -0.646
C  -2.01355  0.90353  -2.40030  0.910
C  -1.84171  -0.59580  -2.77135  -1.258
S  -0.53874  -1.45848  -1.85965  -0.128
C  -1.26949  -2.86295  -1.07688  0.286
C  -0.57334  -4.03793  -1.21382  -0.729
C  -1.20781  -5.23034  -0.78442  -0.650
C  -2.50595  -5.16123  -0.26445  -0.277
C  -3.14907  -3.94809  -0.03805  -0.644
C  -2.53699  -2.78228  -0.36082  0.282
S  -3.19809  -1.26692  -0.06277  -0.309
N  -0.91528  1.60823  -1.95323  -0.212
H  4.70702  2.05346  2.11951  0.448
H  6.02064  3.94017  0.92809  0.259
H  4.72829  5.51806  -0.49882  0.340
H  2.36734  4.92077  -1.13544  0.219
H  1.05166  3.41648  -1.93722  0.434
H  -0.01177  4.85839  -1.58363  0.393
H  -2.38394  4.66569  -1.58862  0.384
H  -4.46396  3.31895  -2.40008  0.288
H  -4.12973  0.96814  -2.93942  0.347
H  -1.56594  -0.70653  -3.83269  0.579
H  -2.77945  -1.14296  -2.64984  0.412
H  0.36311  -4.03934  -1.73336  0.423
H  -0.69948  -6.17009  -0.96361  0.336
H  -3.02903  -6.11893  -0.02883  0.278
H  -4.14052  -4.00236  0.48875  0.309
Br  -5.73959  0.07687  5.58351  -0.220
C  -4.05548  -0.79129  5.33074  -0.029
C  -3.88796  -2.07437  5.70389  -0.296
C  -2.76470  -2.74645  5.23590  -0.498
C  -1.80416  -2.21067  4.34962  -0.613
C  -1.97239  -0.83039  3.95409  -0.170
C  -3.03998  -0.12876  4.53728  -0.182
C  -1.16989  -0.30677  2.66291  1.012
O  -0.23146  -0.98238  2.19577  -0.733
O  -1.48678  0.83040  2.07429  -0.724
H  -4.60305  -2.57243  6.30484  0.464
H  -2.60522  -3.76773  5.57115  0.310
H  -1.00061  -2.72944  3.92183  0.523
H  -3.15116  0.91796  4.37653  0.489
C  5.29999  -1.75119  -1.85629  -0.768
N  4.06750  -1.05612  -2.43297  0.136
C  3.95263  -0.75222  -3.85511  -0.915
C  3.20811  -0.40467  -1.59474  0.195
N  2.50444  0.02790  -0.75679  -0.340
H  6.10202  -1.02676  -1.66357  0.313
H  5.69967  -2.43746  -2.66977  0.249
H  5.04750  -2.22307  -0.86816  0.272
H  4.65654  -0.01154  -4.23054  0.317
H  2.95437  -0.33276  -4.00341  0.289
H  4.07406  -1.63953  -4.47957  0.314



# 2
C29H25CaN5O2PS as an isolated structure in a non-equilibrium geometry, computed with wB97M-V/def2-TZVPD.

LUMO level	-2.538	eV
maximum force	0.0485	Eh/bohr
DFT total energy	-2961.47419	Ha
charge	+1

Last column: Mulliken charge in e.
Geometry (Å):
Ca  1.22277  -0.77880  -0.77376  2.157
N  1.82478  0.85844  -2.54238  -0.473
N  3.13094  0.55030  -2.00891  -0.347
C  3.51998  -0.85687  -2.09655  0.551
O  4.70233  -1.10896  -2.06645  -0.632
O  2.48659  -1.66345  -2.10303  -0.782
H  1.77367  0.64395  -3.52397  0.202
H  1.66652  1.84870  -2.42353  0.239
H  3.87642  1.10972  -2.37281  0.329
N  2.57945  -3.06935  2.57233  -0.019
C  2.94756  -1.93148  3.29265  0.710
C  3.56342  -1.78008  4.52992  -1.139
C  3.75407  -0.48372  4.95689  -0.465
C  3.34259  0.61870  4.17937  -0.684
C  2.73168  0.44263  2.95619  -0.656
C  2.53689  -0.86654  2.51658  0.238
N  1.93875  -1.35387  1.33275  -0.104
C  1.99739  -2.66797  1.43222  0.213
C  1.42693  -3.57651  0.41557  -0.387
C  1.66255  -4.89144  0.25235  -0.452
S  0.81755  -5.47116  -1.09857  -0.129
C  0.17495  -3.93403  -1.37641  -0.191
N  0.55135  -3.01632  -0.51640  -0.247
H  2.73552  -4.02307  2.84473  0.207
H  3.88156  -2.62808  5.12915  0.408
H  4.23033  -0.30868  5.91388  0.390
H  3.51235  1.62218  4.55311  0.442
H  2.41566  1.29010  2.36133  0.406
H  2.30657  -5.54081  0.83394  0.380
H  -0.47520  -3.73534  -2.22137  0.365
C  -5.14035  0.35926  2.15221  -0.486
C  -3.94635  0.76633  2.74442  -0.668
C  -2.78106  0.79227  1.99532  -0.450
C  -2.79962  0.42728  0.64745  0.206
C  -3.98953  0.01898  0.06157  0.043
C  -5.15986  -0.01619  0.81680  -0.746
P  -1.21403  0.54346  -0.23067  1.011
C  -0.85861  2.33648  -0.22604  0.227
C  0.46941  2.75672  -0.14731  -0.165
C  0.80322  4.10660  -0.17875  -1.034
C  -0.20571  5.05423  -0.27790  -0.517
C  -1.53866  4.65132  -0.33999  -0.779
C  -1.86209  3.30027  -0.31468  -0.050
C  -1.58951  0.16739  -1.98645  0.449
C  -1.97227  -1.14378  -2.28019  -0.584
C  -2.21841  -1.53914  -3.59121  -1.007
C  -2.06396  -0.62886  -4.63087  -0.668
C  -1.68043  0.67823  -4.35040  -0.640
C  -1.45049  1.07444  -3.03695  -0.670
H  -6.05365  0.33701  2.73512  0.388
H  -3.92256  1.05909  3.78885  0.411
H  -1.85143  1.10575  2.46481  0.387
H  -4.02368  -0.26386  -0.98602  0.403
H  -6.08654  -0.33495  0.35167  0.418
H  1.27213  2.03632  -0.04250  0.444
H  1.84144  4.41303  -0.11416  0.475
H  0.04482  6.11005  -0.29794  0.400
H  -2.32784  5.39318  -0.40413  0.421
H  -2.90345  2.99337  -0.35848  0.479
H  -2.10820  -1.85275  -1.46754  1.015
H  -2.53977  -2.55470  -3.80214  0.492
H  -2.25229  -0.93409  -5.65424  0.425
H  -1.56543  1.39418  -5.15685  0.432
H  -1.16118  2.09485  -2.83166  0.407



# 3
C29H25Cl3N3NiOS2 as an isolated structure, computed with wB97M-V/def2-TZVPD.

LUMO level (alpha / beta)	-2.920 / -2.887	eV
maximum force	0.0166	Eh/bohr
DFT total energy	-5044.21635	Ha
charge	+1

Last column: Mulliken charge in e.
Geometry (Å):
Ni  0.21107  -0.96619  -0.22148  -0.219
S  -1.97496  -0.88365  -2.27343  -0.096
C  -1.58201  -1.55008  -0.52261  0.955
N  -4.37689  -1.59575  -1.09435  -0.346
C  -4.43769  -2.93720  -0.51941  -0.801
C  -3.53963  -3.81302  -1.39823  -0.700
N  -2.15657  -3.98932  -0.92098  0.274
C  -1.68490  -5.38208  -1.01218  -1.445
C  -1.72694  -5.87367  -2.43760  0.630
C  -2.38989  -7.04766  -2.76677  -0.364
C  -2.41361  -7.49582  -4.08156  -0.646
C  -1.78068  -6.76481  -5.07416  -0.408
C  -1.11765  -5.58706  -4.75040  -0.725
C  -1.08882  -5.14520  -3.43823  -0.075
C  -1.34958  -3.02961  -0.49650  0.033
S  0.22270  -3.24201  0.08651  -0.456
C  -5.17962  -0.32088  1.16423  -0.767
C  -6.57403  0.21476  -1.03603  0.438
C  -7.71542  -0.23614  -0.40256  -0.339
C  -8.93006  0.11094  -0.97653  -0.784
C  -8.96642  0.84650  -2.15408  -0.459
C  -7.79196  1.21916  -2.79180  -0.814
C  -6.56224  0.87988  -2.24326  -0.170
H  -5.45470  -3.33389  -0.52313  0.550
H  -4.05901  -2.93045  0.50630  0.315
H  -3.54610  -3.42407  -2.41816  0.273
H  -3.95604  -4.81718  -1.43436  0.600
H  -2.31158  -6.00331  -0.36907  0.430
H  -0.67086  -5.41465  -0.62263  0.531
H  -2.88573  -7.62082  -1.99131  0.380
H  -2.92840  -8.41496  -4.32805  0.383
H  -1.80027  -7.11121  -6.09884  0.387
H  -0.61643  -5.01768  -5.52208  0.399
H  -0.56156  -4.23120  -3.18496  0.429
H  -4.31600  -0.55317  1.73039  0.381
H  -6.05117  0.19464  1.52648  0.356
H  -7.67172  -0.83270  0.49865  0.535
H  -9.84877  -0.20737  -0.50345  0.418
H  -9.91998  1.11820  -2.58558  0.413
H  -7.82496  1.76539  -3.72420  0.418
H  -5.64017  1.11130  -2.75850  0.536
Cl  -3.74249  4.76366  -0.07967  -0.199
C  -3.27335  3.20086  -0.63256  -0.187
C  -1.97826  2.97097  -1.06379  -0.959
C  -1.62985  1.70587  -1.50292  0.668
Cl  0.05439  1.37826  -1.69412  -0.142
C  -2.54393  0.64290  -1.63514  -0.267
O  -2.07258  -0.91525  0.47605  -0.573
C  -3.77595  0.93241  -1.07433  0.775
Cl  -4.95393  -0.39380  -0.41161  0.845
C  -4.16848  2.14806  -0.56523  -0.728
H  -1.23503  3.75325  -1.01206  0.490
H  -5.13389  2.27982  -0.09198  0.504
C  4.27752  0.82004  1.57681  -0.077
C  4.29343  -0.24893  0.69586  -0.809
C  3.09309  -0.70985  0.18686  0.024
N  1.91393  -0.16313  0.50471  -0.013
C  1.90629  0.86821  1.35588  0.009
C  3.05936  1.38798  1.91390  -0.764
H  5.19857  1.20258  1.99573  0.389
H  5.21834  -0.72621  0.40544  0.396
H  3.05844  -1.54748  -0.49757  0.373
H  0.93394  1.28085  1.59391  0.403
H  2.99630  2.22022  2.60023  0.394



# 4
C29H25Cl4F7MoN3O8S3 as an isolated structure, computed with wB97M-V/def2-TZVPD.

LUMO level (alpha / beta)	1.239 / 1.282	eV
multiplicity	3
maximum force	0.0161	Eh/bohr
DFT total energy	-5689.00211	Ha
charge	-1

Last column: Mulliken charge in e.
Geometry (Å):
Mo  1.04686  -0.06178  -0.11473  0.553
F  -1.08631  -5.03942  -4.10601  -0.212
C  -0.41987  -3.97571  -4.54364  0.380
F  -1.21094  -3.28694  -5.36116  -0.211
F  0.63914  -4.40171  -5.24185  -0.225
S  0.18294  -2.91803  -3.16375  1.055
O  1.10905  -3.73097  -2.41227  -0.642
O  0.67767  -1.73937  -3.80798  -0.618
N  -1.19652  -2.65942  -2.43380  -0.543
S  -1.43212  -2.69208  -0.89819  0.996
O  -0.51370  -1.87626  -0.13008  0.060
O  -2.82564  -2.50523  -0.63755  -0.750
C  -1.05691  -4.42954  -0.30358  0.327
F  0.13155  -4.47503  0.29218  -0.109
F  -1.06106  -5.29842  -1.30539  -0.219
F  -1.98678  -4.80190  0.57518  -0.266
Cl  2.87997  -6.42139  3.41915  -0.255
C  2.56656  -4.80665  2.84667  0.295
C  1.41834  -4.14650  3.24525  -0.631
C  1.14415  -2.87024  2.78747  1.033
Cl  -0.31084  -2.09649  3.30945  -0.165
C  2.00089  -2.20122  1.91008  -1.022
O  1.79973  -0.99897  1.44010  0.089
C  3.15703  -2.92220  1.56923  0.477
Cl  5.30663  -1.21841  3.07684  -0.671
C  3.47095  -4.19102  2.00278  -0.830
H  0.71584  -4.62994  3.90903  0.455
H  4.39995  -4.66477  1.72331  0.472
C  -1.70700  3.33108  3.56751  -0.460
C  -2.60711  2.18954  3.11420  -1.207
N  -2.80106  2.12379  1.66165  0.334
C  -4.09105  2.61721  1.17039  -0.467
C  -4.18712  4.13367  1.18861  -1.152
C  -1.86914  1.60364  0.84774  0.520
S  -0.47748  0.95583  1.58049  -0.024
N  -2.19715  1.68969  -0.47781  -0.321
C  -1.42652  1.27686  -1.43437  0.055
O  -0.26200  0.74156  -1.31912  -0.177
C  -1.88168  1.40895  -2.84634  0.672
C  -1.06099  0.94850  -3.86963  -0.419
C  -1.49121  1.03189  -5.18595  -0.879
C  -2.73359  1.57650  -5.47402  -0.362
C  -3.55219  2.03979  -4.44999  -0.728
C  -3.12862  1.95393  -3.13510  -0.241
H  -1.65153  3.34089  4.65707  0.442
H  -2.08937  4.29617  3.23529  0.280
H  -0.69449  3.21336  3.18401  -0.143
H  -3.60240  2.29031  3.54851  0.455
H  -2.19908  1.23547  3.45054  0.478
H  -4.86169  2.17329  1.80493  0.375
H  -4.23076  2.24331  0.16356  0.261
H  -4.09826  4.53956  2.19666  0.319
H  -5.15226  4.44825  0.78861  0.402
H  -3.40023  4.57078  0.57268  0.292
H  -0.10436  0.50259  -3.63929  0.357
H  -0.85809  0.65497  -5.97773  0.453
H  -3.07231  1.63279  -6.50115  0.380
H  -4.52334  2.46010  -4.67776  0.413
H  -3.75339  2.30200  -2.32388  0.382
Cl  4.37954  -2.12882  0.57264  0.102
C  3.97042  -2.68422  -1.14814  -0.550
C  3.32828  -1.51848  -1.90098  0.485
O  3.77751  -1.12412  -2.94318  -0.662
O  2.28666  -1.08830  -1.26032  -0.188
H  3.28643  -3.52288  -1.05979  0.206
H  4.93422  -2.96745  -1.56019  0.508
F  2.29073  4.57736  4.60146  -0.382
C  2.34448  3.85032  3.45278  0.813
C  1.69575  4.33556  2.33536  -0.878
C  1.74463  3.58296  1.17040  0.226
C  2.43632  2.37419  1.11248  0.100
C  2.44036  1.54471  -0.13010  -1.615
C  3.08549  1.92738  2.26451  -0.038
C  3.03954  2.65904  3.44195  -0.943
H  1.16257  5.27596  2.38730  0.406
H  1.22625  3.94089  0.28644  0.333
H  3.41497  1.07076  -0.27714  0.594
H  2.22319  2.14630  -1.01836  0.611
H  3.61765  0.98037  2.27034  0.236
H  3.53392  2.30179  4.33550  0.517